A 2-piece molecular cluster, C5H5NO5 overall, computed with wB97M-V/def2-TZVPD.

CARTESIAN COORDINATES (ANGSTROEM)
C (-1.201, 0.962, -0.011)
C (-0.393, -1.146, -0.542)
C (1.232, 0.073, 0.749)
C (-1.780, -0.007, 0.947)
C (-0.209, 0.261, -0.796)
N (2.321, -0.238, 0.091)
O (-1.424, 2.175, -0.022)
O (0.077, -2.141, -1.087)
O (0.901, 0.138, 1.906)
O (-1.351, -1.337, 0.394)
O (0.418, 0.695, -1.885)
H (-1.490, 0.045, 1.951)
H (-2.793, -0.121, 0.839)
H (2.217, -0.293, -0.944)
H (3.224, -0.658, 0.452)
H (0.252, 1.591, -2.042)

As for the spin multiplicity: 1. The calculated total energy is -624.43751 Eh. As for the net charge: 0. As for the HOMO-LUMO gap: 8.700 eV. The value obtained for the relative energy (zero: lowest compared OMol25 entry of this formula, charge and spin) is 1.626 eV.

***

C21H37Al3BrCl4F6IN2O9S as an isolated structure, computed with wB97M-V/def2-TZVPD.

CARTESIAN COORDINATES (ANGSTROEM)
O (-1.551, -2.008, 2.847)
S (-0.531, -1.892, 1.827)
O (-0.597, -0.579, 1.256)
F (0.918, -2.187, 2.421)
Al (-1.118, -3.416, 0.175)
I (-3.465, -2.734, -0.676)
C (-1.102, -5.259, 0.997)
C (0.384, -5.521, 1.523)
C (1.232, -6.493, 0.649)
O (1.414, -5.027, 0.753)
H (-0.096, -3.438, -1.057)
H (-1.759, -5.379, 1.883)
H (-1.309, -6.030, 0.252)
H (0.541, -5.575, 2.617)
H (1.212, -6.417, -0.482)
H (1.958, -7.063, 1.230)
C (-1.727, 1.575, -1.165)
C (-1.106, 0.717, -2.235)
O (-1.560, -0.399, -2.518)
N (-0.035, 1.180, -2.889)
C (0.663, 2.448, -2.711)
H (-2.577, 1.048, -0.740)
H (-1.005, 1.768, -0.371)
H (-2.082, 2.518, -1.589)
H (0.314, 0.542, -3.590)
H (0.644, 2.995, -3.653)
H (1.695, 2.240, -2.454)
H (0.211, 3.053, -1.932)
C (3.233, 5.504, -1.710)
C (3.827, 4.638, -2.792)
O (3.354, 3.544, -3.080)
N (4.915, 5.104, -3.448)
C (5.614, 6.361, -3.251)
H (2.375, 4.993, -1.282)
H (3.962, 5.677, -0.919)
H (2.900, 6.457, -2.125)
H (5.258, 4.473, -4.155)
H (5.600, 6.927, -4.184)
H (6.651, 6.154, -2.985)
H (5.157, 6.954, -2.467)
Al (-0.255, -7.538, 3.033)
C (-4.363, 5.119, -1.437)
Cl (-4.876, 4.039, -2.739)
Cl (-2.679, 4.830, -0.982)
H (-4.461, 6.145, -1.773)
H (-4.991, 4.947, -0.571)
O (-3.279, -5.011, 3.344)
H (-4.228, -5.023, 3.515)
H (-3.100, -4.100, 3.071)
Br (-0.120, -6.612, -2.021)
C (-3.043, 0.700, 3.309)
C (-3.895, 1.230, 4.269)
C (-4.287, 2.561, 4.189)
C (-3.832, 3.359, 3.143)
C (-2.984, 2.825, 2.183)
C (-2.589, 1.498, 2.271)
H (-2.717, -0.334, 3.355)
H (-4.251, 0.608, 5.080)
H (-4.945, 2.977, 4.941)
H (-4.141, 4.396, 3.080)
H (-2.628, 3.441, 1.367)
H (-1.926, 1.082, 1.532)
Cl (-6.800, -6.655, -2.283)
C (-5.467, -5.930, -3.214)
C (-4.168, -6.666, -3.013)
Cl (-3.529, -6.458, -1.359)
H (-5.382, -4.885, -2.924)
H (-5.752, -5.972, -4.264)
H (-3.413, -6.277, -3.695)
H (-4.278, -7.732, -3.197)
C (2.281, 0.053, 0.332)
C (3.131, 1.130, -0.295)
O (4.290, 1.114, 0.502)
C (4.427, -0.166, 0.976)
O (5.406, -0.607, 1.453)
O (3.260, -0.866, 0.809)
F (2.537, 2.350, -0.188)
H (1.691, 0.426, 1.168)
H (1.614, -0.426, -0.385)
H (3.402, 0.948, -1.338)
F (7.807, 2.134, 2.540)
Al (7.588, 1.605, 4.156)
F (5.911, 1.403, 4.469)
F (8.227, 2.777, 5.231)
F (8.398, 0.114, 4.391)

As for the spin multiplicity: 1. The calculated total energy is -8046.20943 Eh. As for the net charge: 0. As for the HOMO-LUMO gap: 1.632 eV.

***

One molecule with the formula C19H21N3O4S, computed with wB97M-V/def2-TZVPD.

CARTESIAN COORDINATES (ANGSTROEM)
C (1.073, -2.443, -1.439)
C (2.062, -1.545, -0.758)
C (3.028, -0.885, -1.502)
C (3.975, -0.071, -0.903)
C (3.965, 0.087, 0.470)
C (3.010, -0.557, 1.237)
C (2.052, -1.369, 0.636)
N (1.051, -2.006, 1.378)
C (0.890, -2.055, 2.725)
O (1.665, -1.617, 3.548)
C (-0.425, -2.717, 3.129)
C (-1.461, -1.624, 3.409)
N (-1.525, -0.667, 2.306)
S (-2.306, -1.172, 0.904)
O (-3.726, -1.248, 1.100)
O (-1.645, -2.362, 0.435)
C (-1.907, 0.167, -0.200)
C (-2.860, 0.629, -1.087)
C (-2.520, 1.621, -1.990)
C (-1.225, 2.134, -2.003)
C (-0.260, 1.653, -1.106)
C (-0.618, 0.670, -0.202)
C (1.131, 2.199, -1.206)
C (1.091, 3.674, -1.596)
C (0.249, 3.907, -2.831)
O (0.479, 4.741, -3.673)
N (-0.866, 3.114, -2.912)
H (1.196, -3.472, -1.099)
H (0.044, -2.146, -1.234)
H (1.226, -2.422, -2.515)
H (3.044, -1.020, -2.574)
H (4.718, 0.429, -1.507)
H (4.701, 0.712, 0.953)
H (3.002, -0.441, 2.307)
H (0.281, -2.379, 0.832)
H (-0.785, -3.385, 2.349)
H (-0.265, -3.279, 4.049)
H (-2.444, -2.078, 3.589)
H (-1.156, -1.068, 4.298)
H (-1.974, 0.190, 2.597)
H (-3.853, 0.210, -1.054)
H (-3.252, 1.996, -2.690)
H (0.102, 0.291, 0.504)
H (1.664, 2.063, -0.265)
H (1.674, 1.632, -1.970)
H (2.092, 4.064, -1.779)
H (0.642, 4.261, -0.789)
H (-1.507, 3.322, -3.667)

As for the spin multiplicity: 1. The calculated total energy is -1600.10744 Eh. The SMILES is Cc1ccccc1NC(=O)CCNS(=O)(=O)c1ccc2c(c1)CCC(=O)N2. As for the net charge: 0. As for the HOMO-LUMO gap: 8.869 eV. The value obtained for the relative energy (zero: lowest compared OMol25 entry of this formula, charge and spin) is 0.158 eV.

***

One molecule with the formula C9H15N3O6, computed with wB97M-V/def2-TZVPD.

CARTESIAN COORDINATES (ANGSTROEM)
N (2.567, -2.196, 0.588)
C (3.166, -1.819, -0.529)
O (4.191, -2.430, -0.867)
C (2.406, -0.617, -1.191)
C (2.132, 0.451, -0.053)
N (0.717, 0.873, -0.002)
C (-0.082, 0.090, 0.819)
O (0.093, -1.119, 1.186)
C (-1.527, 0.504, 1.059)
N (-1.963, 1.489, 0.044)
C (-2.571, -0.509, 1.134)
C (-2.918, -0.982, -0.304)
C (-4.236, -0.413, -0.800)
O (-5.093, -1.137, -1.328)
O (-4.459, 0.920, -0.610)
C (2.892, 1.652, -0.313)
O (2.551, 2.741, -0.491)
O (4.317, 1.421, -0.154)
H (1.694, -1.682, 0.859)
H (3.162, -2.941, 1.076)
H (1.501, -1.031, -1.649)
H (2.798, -0.099, -2.026)
H (2.552, 0.206, 0.858)
H (0.685, 1.929, -0.119)
H (-1.673, 1.086, 2.038)
H (-1.722, 1.340, -0.941)
H (-1.648, 2.491, 0.249)
H (-3.415, 0.010, 1.444)
H (-2.129, -1.209, 1.948)
H (-3.142, -2.016, -0.346)
H (-2.013, -0.799, -0.898)
H (-3.523, 1.332, -0.519)
H (4.690, 2.464, -0.161)

As for the spin multiplicity: 1. The calculated total energy is -967.62695 Eh. The SMILES is NC(=O)C[C@H](NC(=O)[C@@H](N)CCC(=O)O)C(=O)O. As for the net charge: 0. As for the HOMO-LUMO gap: 9.592 eV. The value obtained for the relative energy (zero: lowest compared OMol25 entry of this formula, charge and spin) is 3.909 eV.

***

A 14-piece molecular cluster, C5H39N2O14 overall, computed with wB97M-V/def2-TZVPD.

CARTESIAN COORDINATES (ANGSTROEM)
O (-2.515, -0.622, -4.417)
C (-1.379, -0.655, -3.983)
C (-1.017, -1.177, -2.616)
C (0.035, -0.263, -2.077)
C (0.729, -0.529, -0.771)
C (0.438, -1.263, 1.617)
N (-0.210, -1.127, 0.298)
N (-2.298, -1.389, -1.856)
H (-0.602, -0.530, -4.746)
H (-0.593, -2.202, -2.658)
H (-0.402, 0.739, -2.068)
H (0.769, -0.070, -2.887)
H (1.211, 0.401, -0.409)
H (1.506, -1.274, -0.967)
H (-0.294, -1.245, 2.377)
H (1.153, -0.474, 1.761)
H (1.010, -2.224, 1.623)
H (-0.613, -2.051, 0.089)
H (-2.290, -2.387, -1.618)
H (-2.305, -0.780, -1.028)
H (-3.135, -1.265, -2.480)
H (-2.302, 3.811, 2.152)
H (-1.019, 2.967, 1.716)
O (-1.775, 3.470, 1.429)
H (2.474, 1.484, 3.625)
H (1.394, 2.426, 2.945)
O (2.030, 1.718, 2.806)
H (-1.094, 0.892, 0.344)
H (-1.873, 1.769, -0.714)
O (-1.847, 0.917, -0.250)
H (-1.174, -5.157, -0.808)
H (-0.381, -4.894, 0.454)
O (-0.945, -4.454, -0.189)
H (4.350, 0.679, 0.603)
H (5.508, -0.050, -0.061)
O (4.884, -0.145, 0.665)
H (3.572, -1.937, 1.918)
H (4.409, -0.926, 2.643)
O (4.019, -1.813, 2.758)
H (-1.486, 1.202, 3.363)
H (-0.075, 0.987, 2.649)
O (-0.695, 1.660, 2.936)
H (0.796, 4.892, 0.612)
H (-0.668, 5.081, 0.248)
O (0.221, 5.124, -0.124)
H (3.042, -2.970, -2.731)
H (1.993, -2.135, -2.074)
O (2.099, -2.982, -2.527)
H (-2.243, 0.063, 1.277)
H (-3.322, 0.795, 2.112)
O (-2.597, 0.166, 2.183)
H (-3.253, -1.954, 1.585)
H (-4.371, -2.227, 0.511)
O (-3.421, -2.312, 0.697)
H (-1.781, 3.550, -2.563)
H (-2.310, 2.288, -3.216)
O (-1.592, 2.609, -2.661)
H (2.603, 1.737, 1.002)
H (4.240, 1.998, 0.968)
O (3.393, 2.060, 0.531)

As for the spin multiplicity: 1. The calculated total energy is -1376.47517 Eh. As for the net charge: +1. As for the HOMO-LUMO gap: 9.481 eV. The value obtained for the relative energy (zero: lowest compared OMol25 entry of this formula, charge and spin) is 5.156 eV.

***

One molecule with the formula C5H6OS, computed with wB97M-V/def2-TZVPD.

CARTESIAN COORDINATES (ANGSTROEM)
C (-1.058, 1.075, -1.369)
C (0.721, -0.528, -0.675)
C (-1.070, 0.629, -0.068)
C (1.786, -1.472, -0.387)
C (-1.681, 1.293, 1.064)
O (-0.127, -0.281, 0.303)
S (0.320, 0.274, -2.108)
H (2.463, -1.144, 0.431)
H (2.495, -1.677, -1.232)
H (1.276, -2.491, -0.063)
H (-2.728, 1.323, 1.005)
H (-1.172, 2.290, 1.089)
H (-1.225, 0.712, 2.011)

As for the spin multiplicity: 1. The calculated total energy is -667.42847 Eh. As for the net charge: 0. As for the HOMO-LUMO gap: 8.396 eV. The value obtained for the relative energy (zero: lowest compared OMol25 entry of this formula, charge and spin) is 2.984 eV.

***

C12H40BBaO16P4 as an isolated structure, computed with wB97M-V/def2-TZVPD.

CARTESIAN COORDINATES (ANGSTROEM)
Ba (0.170, -0.265, -0.379)
B (-2.313, -0.490, -1.226)
H (-2.222, -0.151, -0.206)
H (-3.345, -0.772, -1.364)
H (-1.961, 0.282, -1.893)
H (-1.757, -1.407, -1.352)
C (1.419, 3.189, 2.954)
O (0.004, 3.179, 2.898)
P (-0.824, 1.758, 2.978)
O (-0.299, 0.640, 2.156)
O (-0.747, 1.469, 4.564)
C (0.153, 0.387, 5.111)
O (-2.380, 2.045, 2.709)
C (-3.279, 2.835, 3.544)
H (1.751, 3.868, 3.739)
H (1.726, 3.741, 2.065)
H (1.924, 2.229, 2.851)
H (1.041, 0.804, 5.587)
H (0.722, -0.127, 4.337)
H (-0.291, -0.316, 5.816)
H (-4.125, 2.246, 3.898)
H (-3.542, 3.700, 2.935)
H (-2.912, 3.023, 4.553)
C (-1.693, -0.008, -4.956)
O (-0.522, -0.689, -5.355)
P (0.189, -1.808, -4.364)
O (0.190, -1.417, -2.952)
O (-0.710, -3.158, -4.660)
C (-0.075, -4.327, -4.192)
O (1.624, -2.033, -5.048)
C (2.765, -2.602, -4.379)
H (-2.172, -0.481, -4.098)
H (-2.312, 0.137, -5.841)
H (-1.410, 0.995, -4.638)
H (0.863, -4.490, -4.723)
H (-0.698, -5.191, -4.425)
H (0.037, -4.382, -3.109)
H (3.334, -3.179, -5.107)
H (2.541, -3.216, -3.507)
H (3.469, -1.852, -4.020)
C (1.565, 3.635, -4.114)
O (0.959, 4.252, -2.946)
P (1.278, 3.531, -1.508)
O (0.949, 2.132, -1.502)
O (2.867, 3.856, -1.266)
C (3.395, 4.998, -0.725)
O (0.420, 4.376, -0.351)
C (-0.977, 4.537, -0.467)
H (2.104, 4.430, -4.630)
H (0.680, 3.321, -4.667)
H (2.205, 2.770, -3.938)
H (4.278, 5.315, -1.279)
H (3.763, 4.867, 0.293)
H (2.754, 5.877, -0.662)
H (-1.561, 4.156, 0.372)
H (-1.412, 4.017, -1.321)
H (-1.387, 5.537, -0.610)
C (-1.946, -2.524, 4.251)
O (-1.740, -3.529, 3.329)
P (-0.492, -3.508, 2.282)
O (-0.331, -2.339, 1.394)
O (-0.621, -4.880, 1.467)
C (-1.186, -5.925, 2.096)
O (0.786, -3.838, 3.214)
C (1.991, -3.482, 2.638)
H (-1.050, -1.904, 4.272)
H (-2.161, -2.943, 5.234)
H (-2.767, -1.899, 3.898)
H (-0.352, -6.415, 2.599)
H (-1.427, -6.635, 1.305)
H (-2.027, -5.828, 2.782)
H (2.271, -2.568, 3.162)
H (2.103, -3.337, 1.563)
H (2.737, -4.220, 2.935)

As for the spin multiplicity: 2. The calculated total energy is -3100.50754 Eh. As for the net charge: +2. As for the HOMO-LUMO gap (spin up / spin down): 10.475 / 4.065 eV.

***

Number 1: F_max 4.25 eV Å⁻¹. Number 2: F_max 4.04 eV Å⁻¹. Number 3: F_max 0.98 eV Å⁻¹. Number 4: F_max 6.30 eV Å⁻¹. Number 5: F_max 2.90 eV Å⁻¹. Number 6: F_max 4.16 eV Å⁻¹. Number 7: F_max 5.92 eV Å⁻¹.